# 1
This record from the Open Molecules 2025 dataset describes 2 unconnected molecules or ions with the total composition C5H14S in a non-equilibrium geometry. The level of theory is ωB97M-V/def2-TZVPD.

Element x y z (Å)
C (0.6437, -0.6782, 2.1412)
C (-1.1813, -2.2186, 0.6454)
S (-0.7127, -1.9130, 2.3644)
H (1.1375, -0.6755, 3.1263)
H (1.2751, -1.0518, 1.3445)
H (0.3214, 0.3492, 1.9261)
H (-1.0205, -1.4030, -0.0567)
H (-2.2182, -2.5340, 0.5820)
H (-0.6597, -3.0576, 0.2079)
C (0.4370, 0.6300, -1.2516)
C (-0.9974, 0.9663, -0.7858)
C (1.2989, 1.8861, -1.2859)
H (0.8275, -0.2053, -0.6703)
H (0.3729, 0.1689, -2.2294)
H (-1.0789, 1.7278, -0.0276)
H (1.7243, 2.0899, -0.2888)
H (2.1865, 1.7332, -1.9012)
H (-1.5793, 0.0717, -0.6210)
H (-1.4662, 1.3511, -1.7139)
H (0.6894, 2.7628, -1.5058)

Summary:
Orbital gap: 9.51 eV
HOMO level: -8.479 eV
Largest force on an atom: 2.43 eV/Å
Structure (SMILES): CCC.CSC

=====

# 2
This record from the Open Molecules 2025 dataset describes a molecular structure, C18H41BFNNbO10S3 in a non-equilibrium geometry. The level of theory is ωB97M-V/def2-TZVPD.

Element x y z (Å)
C (3.8511, -3.3912, 2.3957)
C (4.1638, -1.9601, 1.9639)
O (4.0822, -1.7704, 0.5572)
B (2.8628, -1.9528, -0.0965)
O (2.9019, -2.8615, -1.1479)
Nb (0.7920, -0.8794, 0.5340)
C (2.0248, 0.8237, 1.3787)
C (1.3734, 1.7176, 2.4456)
N (0.3340, 1.0531, 3.2651)
C (-0.1747, -2.8650, 0.0349)
C (-1.6348, -3.1050, 0.4529)
C (-1.9707, -2.6939, 1.8839)
C (-1.1221, -3.4018, 2.9434)
S (-1.5982, -5.0563, 3.4019)
O (-0.9795, -6.0148, 2.5436)
O (-1.4747, -5.1672, 4.8278)
O (-3.1551, -5.1628, 3.0455)
C (0.7428, 0.0429, -1.6070)
C (1.9286, 0.1064, -2.4510)
O (2.1908, -0.4389, -3.4791)
F (2.8769, 0.9791, -1.9424)
H (4.5097, -3.7102, 3.2066)
H (3.9774, -4.0854, 1.5628)
H (2.8232, -3.4775, 2.7509)
H (3.4908, -1.2716, 2.4797)
H (5.1835, -1.6973, 2.2533)
H (3.3022, -3.6937, -0.8720)
H (-0.8020, 0.0910, 0.7548)
H (0.9254, -1.5633, 2.2280)
H (2.9629, 0.4375, 1.7800)
H (2.2935, 1.4459, 0.5180)
H (0.9747, 2.6097, 1.9525)
H (2.1261, 2.0723, 3.1602)
H (0.3001, 1.4569, 4.1923)
H (-0.5768, 1.1617, 2.8350)
H (0.4422, -3.7009, 0.3837)
H (-0.0967, -2.8822, -1.0605)
H (-1.8744, -4.1745, 0.3736)
H (-2.3017, -2.5954, -0.2448)
H (-3.0232, -2.9376, 2.0583)
H (-1.8856, -1.6151, 2.0330)
H (-1.1520, -2.8446, 3.8784)
H (-0.0875, -3.5014, 2.6146)
H (-3.6374, -4.4422, 3.4730)
H (0.0049, -0.5398, -2.1641)
H (0.3592, 1.0542, -1.4530)
C (-0.1682, 8.0301, 0.8666)
C (0.2254, 7.6686, 2.3067)
C (-0.0477, 6.1722, 2.4939)
S (0.1326, 5.4215, 0.8634)
O (-1.1484, 4.9136, 0.4491)
O (1.3095, 4.6002, 0.8341)
C (0.4478, 6.9530, -0.0183)
H (0.1829, 9.0229, 0.5873)
H (-1.2554, 8.0163, 0.7634)
H (1.2875, 7.8727, 2.4559)
H (-0.3279, 8.2589, 3.0362)
H (0.6557, 5.6841, 3.1637)
H (-1.0671, 5.9778, 2.8209)
H (0.0063, 6.8755, -1.0088)
H (1.5291, 7.0632, -0.0946)
C (-2.9272, -1.8155, -6.4733)
C (-1.4741, -1.5735, -6.0386)
C (-1.5070, -0.7099, -4.7739)
S (-3.0693, -1.0854, -3.9564)
O (-3.9007, 0.0935, -3.9667)
O (-2.8320, -1.8114, -2.7377)
C (-3.6800, -2.2167, -5.2099)
H (-2.9993, -2.5864, -7.2402)
H (-3.3532, -0.8954, -6.8798)
H (-0.9929, -2.5278, -5.8180)
H (-0.8932, -1.0880, -6.8212)
H (-0.6937, -0.9327, -4.0880)
H (-1.5159, 0.3546, -4.9987)
H (-4.7602, -2.1105, -5.2745)
H (-3.4176, -3.2239, -4.8873)

Summary:
Orbital gap: 6.43 eV
Charge: -1
HOMO level: -4.348 eV
Largest force on an atom: 1.08 eV/Å

=====

# 3
This record from the Open Molecules 2025 dataset describes a molecular structure, C16H16Cl3N4O4V in a non-equilibrium geometry. The level of theory is ωB97M-V/def2-TZVPD.

Element x y z (Å)
O (-15.7222, -9.6688, -3.8614)
V (-16.6805, -10.8430, -3.1838)
N (-14.0357, -12.2055, -1.1369)
O (-14.7472, -11.5556, -1.9119)
O (-12.9942, -12.6378, -1.5895)
O (-14.5400, -12.6784, -0.1736)
N (-15.5690, -12.1980, -4.8429)
C (-14.9595, -13.3908, -4.5180)
C (-14.0530, -13.9883, -5.3813)
C (-13.6887, -13.4946, -6.6308)
C (-14.3040, -12.2629, -6.9602)
C (-15.1860, -11.6620, -6.0459)
H (-15.2619, -13.7890, -3.5607)
H (-13.6132, -14.9110, -5.0325)
H (-13.0099, -13.8705, -7.3820)
H (-14.2622, -11.7670, -7.9187)
H (-15.6707, -10.7236, -6.2713)
N (-17.6232, -12.7100, -2.3938)
C (-17.6307, -13.3425, -1.1704)
C (-18.0432, -14.6856, -0.8959)
C (-18.3586, -15.4245, -2.0346)
C (-18.4464, -14.8173, -3.2886)
C (-18.0791, -13.4788, -3.3964)
H (-17.3349, -12.7154, -0.3424)
H (-17.9644, -15.1311, 0.0848)
H (-18.6329, -16.4492, -1.8317)
H (-18.8791, -15.4070, -4.0832)
H (-18.1270, -13.0648, -4.3928)
N (-8.9152, -10.7779, -0.7605)
C (-10.1525, -10.4517, -1.2788)
C (-10.7698, -9.2365, -1.0626)
C (-10.1121, -8.2756, -0.2994)
C (-8.8789, -8.6362, 0.2502)
C (-8.3305, -9.8866, 0.0758)
H (-10.5064, -11.2948, -1.8537)
H (-11.8005, -9.1401, -1.3704)
H (-10.5851, -7.3350, -0.0586)
H (-8.4222, -7.8930, 0.8870)
H (-7.4501, -10.1445, 0.6456)
C (-14.2721, -15.2560, 1.8576)
Cl (-15.3156, -15.8295, 0.5728)
Cl (-13.2910, -16.5696, 2.3346)
Cl (-15.0537, -14.6993, 3.3547)
H (-13.6530, -14.4835, 1.4015)

Summary:
Orbital gap (alpha / beta): 4.06 / 4.87 eV
Multiplicity: 2
Charge: +1
HOMO level (alpha / beta): -10.995 / -10.995 eV
Largest force on an atom: 6.72 eV/Å

=====

# 4
This record from the Open Molecules 2025 dataset describes 6 unconnected molecules or ions with the total composition C28H67NO9S in a non-equilibrium geometry. The level of theory is ωB97M-V/def2-TZVPD.

Element x y z (Å)
C (-4.6328, 1.8651, 0.5342)
O (-3.7022, 2.8197, 0.0531)
C (-3.1499, 2.4668, -1.2125)
C (-1.6458, 2.3498, -1.0977)
C (-1.1911, 1.0656, -0.4163)
C (0.2981, 1.1858, -0.0825)
C (0.9953, -0.1736, -0.1202)
C (1.3097, -0.5630, -1.5548)
C (2.0588, -1.9000, -1.7557)
C (1.8508, -2.9526, -0.6637)
C (1.8923, -4.4071, -1.1771)
C (2.9261, -4.6347, -2.2396)
O (2.5571, -5.8829, -2.9263)
S (3.6906, -6.3605, -3.9654)
O (4.2501, -5.2005, -4.6152)
O (2.5978, -6.9632, -5.0290)
C (3.2398, -7.8778, -5.9166)
C (2.3198, -8.1974, -7.0477)
N (1.1456, -8.5855, -6.8192)
H (-5.4118, 1.7027, -0.2097)
H (-4.1704, 0.9141, 0.8009)
H (-5.1057, 2.2874, 1.4136)
H (-3.4003, 3.2561, -1.9221)
H (-3.5873, 1.5406, -1.5846)
H (-1.3263, 3.1789, -0.4670)
H (-1.1543, 2.4899, -2.0587)
H (-1.7915, 0.8793, 0.4693)
H (-1.3797, 0.2536, -1.1164)
H (0.7230, 1.8235, -0.8530)
H (0.3775, 1.6383, 0.8987)
H (1.8613, -0.2141, 0.5334)
H (0.2570, -0.8765, 0.2610)
H (0.4264, -0.5326, -2.1833)
H (1.9627, 0.2161, -1.9472)
H (1.7587, -2.2894, -2.7241)
H (3.1237, -1.7032, -1.8247)
H (2.6677, -2.8542, 0.0454)
H (0.9354, -2.8199, -0.1021)
H (2.1585, -5.0397, -0.3344)
H (0.8958, -4.7102, -1.4817)
H (3.9246, -4.7827, -1.8310)
H (2.9608, -3.8655, -2.9966)
H (3.5001, -8.8080, -5.4134)
H (4.1477, -7.4322, -6.3193)
H (2.6647, -8.0794, -8.0723)
H (0.6576, -8.7560, -7.6973)
C (0.9366, 2.5723, 5.2709)
C (0.4490, 2.6940, 3.8359)
C (-0.9337, 3.3262, 3.7720)
O (0.4202, 1.4088, 3.2125)
H (0.2655, 1.9324, 5.8514)
H (1.9259, 2.1134, 5.3010)
H (0.9929, 3.5447, 5.7580)
H (1.1536, 3.2963, 3.2598)
H (-1.6611, 2.7085, 4.3066)
H (-1.2737, 3.4046, 2.7379)
H (-0.9345, 4.3230, 4.2159)
H (-0.1991, 0.8552, 3.7026)
C (-6.9344, 3.2374, 4.4157)
C (-7.5268, 3.2855, 3.0154)
C (-8.9461, 3.8322, 3.0312)
O (-7.5118, 1.9815, 2.4342)
H (-7.5238, 2.5772, 5.0582)
H (-5.9188, 2.8410, 4.3874)
H (-6.9088, 4.2289, 4.8698)
H (-6.9019, 3.9106, 2.3760)
H (-9.5969, 3.1903, 3.6315)
H (-9.3568, 3.8573, 2.0215)
H (-8.9780, 4.8408, 3.4457)
H (-8.0595, 1.4062, 2.9811)
C (-4.6786, -2.0513, -3.1535)
C (-3.3305, -2.0413, -2.4490)
C (-2.8266, -3.4531, -2.1905)
O (-3.4276, -1.3252, -1.2181)
H (-5.4299, -2.5495, -2.5345)
H (-5.0261, -1.0324, -3.3282)
H (-4.6215, -2.5695, -4.1118)
H (-2.6039, -1.5011, -3.0583)
H (-3.5209, -3.9945, -1.5418)
H (-1.8613, -3.4264, -1.6828)
H (-2.7157, -4.0121, -3.1207)
H (-4.0661, -1.7816, -0.6572)
C (3.6689, 5.6373, 5.6807)
C (3.0020, 5.7804, 7.0410)
C (3.9340, 6.4345, 8.0495)
O (2.5861, 4.5004, 7.5169)
H (4.5561, 5.0023, 5.7543)
H (2.9906, 5.1645, 4.9692)
H (3.9704, 6.6072, 5.2825)
H (2.0946, 6.3776, 6.9421)
H (4.8295, 5.8240, 8.1948)
H (3.4436, 6.5269, 9.0189)
H (4.2428, 7.4272, 7.7189)
H (3.3724, 3.9502, 7.6131)
C (4.6808, -1.3779, -5.2052)
C (5.7463, -0.9426, -4.2099)
C (7.1383, -1.3374, -4.6786)
O (5.4786, -1.5193, -2.9323)
H (4.6829, -2.4661, -5.3180)
H (3.6892, -1.0902, -4.8523)
H (4.8461, -0.9275, -6.1854)
H (5.7001, 0.1385, -4.0723)
H (7.2141, -2.4237, -4.7772)
H (7.8895, -1.0235, -3.9528)
H (7.3749, -0.8854, -5.6430)
H (5.5129, -2.4789, -3.0315)

Summary:
Orbital gap: 9.77 eV
HOMO level: -9.019 eV
Largest force on an atom: 1.06 eV/Å

=====

# 5
This record from the Open Molecules 2025 dataset describes C7H8Cl3NO2 in the gas phase in a non-equilibrium geometry. The level of theory is ωB97M-V/def2-TZVPD.

Element x y z (Å)
O (-1.6531, -2.3425, 2.0116)
Cl (1.7454, -0.8964, -0.2338)
Cl (-0.7126, -2.0662, -1.2465)
Cl (-3.0857, 0.3180, 2.3269)
O (-0.6434, 0.9091, 1.4563)
C (-0.7013, -1.5547, 1.8247)
N (0.3815, -1.8935, 2.5886)
C (-1.7045, 0.9145, -1.5709)
C (-0.2314, 0.5465, -1.4850)
C (-2.2733, 1.4206, -0.1956)
C (-0.0098, -0.6034, -0.5196)
C (-1.9173, 0.5163, 0.9722)
C (-0.6307, -0.3673, 0.8751)
H (1.3035, -1.5240, 2.3542)
H (0.2979, -2.7705, 3.0939)
H (-1.9090, 1.6846, -2.3138)
H (-2.2436, 0.0105, -1.8954)
H (0.3745, 1.4013, -1.2303)
H (0.1088, 0.2902, -2.4705)
H (-3.3641, 1.6213, -0.2649)
H (-1.8553, 2.4061, -0.0789)

Summary:
Orbital gap: 10.39 eV
HOMO level: -9.790 eV
Largest force on an atom: 4.42 eV/Å
Structure (SMILES): NC(=O)[C@]12O[C@@]1(Cl)CCCC2(Cl)Cl

=====

# 6
This record from the Open Molecules 2025 dataset describes 2 unconnected molecules or ions with the total composition C2H7NO. The level of theory is ωB97M-V/def2-TZVPD.

Element x y z (Å)
C (0.2582, -0.7141, 1.3174)
C (-0.9445, -0.5231, 0.7841)
N (-1.2739, 0.4240, -0.1911)
H (1.1162, -0.1162, 1.0322)
H (0.4476, -1.4445, 2.0880)
H (-1.7930, -1.0675, 1.1280)
H (-0.4867, 0.7282, -0.7633)
H (-2.0003, 0.0607, -0.7939)
H (1.8753, 1.1641, -0.8724)
H (1.5098, 0.3307, -2.0913)
O (1.2912, 1.1576, -1.6378)

Summary:
Orbital gap: 9.08 eV
HOMO level: -8.267 eV
Largest force on an atom: 0.88 eV/Å
Structure (SMILES): C=CN.O

=====

# 7
This record from the Open Molecules 2025 dataset describes a molecular structure, C23H41BrP2Sm in a non-equilibrium geometry. The level of theory is ωB97M-V/def2-TZVPD.

Element x y z (Å)
Sm (-1.3148, -0.7123, -0.7658)
C (1.1376, 0.8582, -1.0921)
C (-0.0339, 1.6540, -0.8592)
C (0.7031, 0.8139, 1.1666)
C (1.5998, 0.3671, 0.1645)
C (-0.3175, 1.5971, 0.5434)
C (1.9264, 0.8239, -2.3569)
H (1.3015, 0.5867, -3.2323)
H (2.7286, 0.0695, -2.3164)
H (2.3986, 1.8050, -2.5520)
C (2.8952, -0.3025, 0.4404)
H (3.5241, -0.3311, -0.4544)
H (2.7384, -1.3359, 0.7710)
H (3.4578, 0.2182, 1.2324)
C (0.9073, 0.6414, 2.6260)
H (1.9273, 0.9317, 2.9303)
H (0.7703, -0.4101, 2.9140)
H (0.1947, 1.2403, 3.2091)
C (-1.3914, 2.3661, 1.2280)
H (-1.1941, 3.4509, 1.2059)
H (-1.4782, 2.0681, 2.2779)
H (-2.3790, 2.2113, 0.7661)
C (-0.7377, 2.4903, -1.8628)
H (-0.4181, 3.5412, -1.7770)
H (-1.8301, 2.4833, -1.7306)
H (-0.5346, 2.1784, -2.8981)
C (-2.4657, -3.5544, -2.8626)
C (-2.3085, -3.1038, -4.2823)
C (-3.5015, -2.3867, -4.9044)
C (-4.4627, -1.6382, -3.9938)
C (-3.9730, -1.0284, -2.6820)
C (-4.7926, -1.5656, -1.5313)
C (-4.7826, -3.1049, -1.4860)
C (-3.8600, -3.9431, -2.3948)
H (-4.0539, -3.1929, -5.3982)
H (-5.3135, -2.2844, -3.7844)
H (-3.1698, -1.7457, -5.7301)
H (-4.4198, -4.2020, -3.2941)
H (-1.8048, -4.4035, -2.6428)
H (-1.9576, -3.9244, -4.9312)
H (-3.7103, -4.8730, -1.8332)
H (-4.6831, -3.4296, -0.4528)
H (-5.8547, -1.2132, -1.5751)
H (-5.8014, -3.4081, -1.7572)
H (-4.8813, -0.8367, -4.6061)
H (-4.0748, 0.0691, -2.7599)
P (-0.8766, -2.0735, -3.8388)
C (0.5314, -3.1620, -3.6980)
C (-1.0333, -0.4630, -4.6127)
P (-4.0775, -0.7069, -0.0648)
C (-1.7625, -2.3752, -2.2600)
C (-4.8443, 0.9374, -0.1261)
C (-4.4579, -1.6744, 1.4010)
H (0.8131, -3.3263, -2.6440)
H (1.3697, -2.6870, -4.2203)
H (0.2958, -4.1317, -4.1690)
H (-2.0386, 0.0049, -4.5440)
H (-0.8142, -0.6320, -5.6849)
H (-0.2931, 0.2536, -4.2249)
H (-4.9192, -2.6540, 1.1938)
H (-5.1203, -1.0759, 2.0452)
H (-3.4938, -1.8592, 1.9161)
H (-1.4219, -2.7078, -1.2399)
H (-2.9071, -1.3798, -2.4068)
H (-4.4713, 1.5123, 0.7459)
H (-5.9499, 0.8799, -0.1039)
H (-4.5352, 1.4942, -1.0361)
Br (-0.2093, -2.7084, 0.7446)

Summary:
Orbital gap (alpha / beta): 6.47 / 6.88 eV
Multiplicity: 6
Charge: +1
HOMO level (alpha / beta): -9.670 / -9.693 eV
Largest force on an atom: 4.39 eV/Å

=====

# 8
This record from the Open Molecules 2025 dataset describes a molecular structure, C16H31CdNP2 in a non-equilibrium geometry. The level of theory is ωB97M-V/def2-TZVPD.

Element x y z (Å)
P (0.0202, -1.8752, -5.4405)
P (0.1838, 2.2496, -5.4075)
C (-0.3203, -0.4659, -6.5723)
C (0.5186, 0.8441, -6.5427)
H (-1.4052, -0.2584, -6.5863)
H (-0.1306, -0.9170, -7.5617)
H (1.5947, 0.6104, -6.4951)
H (0.3801, 1.3099, -7.5336)
C (-1.2831, 3.0725, -6.0741)
H (-1.6921, 3.7754, -5.3389)
H (-2.0647, 2.3448, -6.3296)
H (-1.0022, 3.6259, -6.9792)
C (1.5511, 3.4050, -5.5822)
H (1.3543, 4.0543, -6.4451)
H (2.4903, 2.8613, -5.7424)
H (1.6418, 4.0249, -4.6813)
C (-1.2308, -3.1254, -5.8494)
H (-1.3591, -3.8431, -5.0295)
H (-0.9171, -3.6796, -6.7455)
H (-2.1991, -2.6544, -6.0620)
C (1.5298, -2.6278, -6.1494)
H (2.3035, -1.8692, -6.3199)
H (1.2936, -3.1041, -7.1090)
H (1.9319, -3.3921, -5.4746)
Cd (0.7878, 0.1854, 0.9037)
C (-0.0924, 2.0269, -3.6557)
C (-1.4836, 1.6169, -3.4179)
C (-1.8975, 0.3243, -3.8804)
C (-1.6471, -0.9053, -2.9477)
C (-0.5984, -1.8305, -3.4575)
C (0.7682, -1.4601, -3.8188)
C (1.4915, -0.1117, -3.6650)
C (0.9112, 1.0733, -2.8930)
C (0.2530, -1.8587, 0.8932)
H (0.0692, 3.0404, -3.2447)
H (-2.1915, 2.3388, -3.0169)
H (-1.2774, 0.1671, -4.7807)
H (-2.9462, 0.3247, -4.2300)
H (-1.4064, -0.5515, -1.9259)
H (-2.6072, -1.4510, -2.8798)
H (-0.7066, -2.8642, -3.0904)
H (1.4822, -2.2672, -3.5982)
H (1.8244, 0.2205, -4.6645)
H (2.4432, -0.3656, -3.1685)
H (0.4365, 0.7380, -1.9625)
H (1.7708, 1.7018, -2.6007)
H (1.0797, -2.3871, 1.3810)
H (0.1324, -2.2277, -0.1300)
H (-0.6764, -2.0103, 1.4545)
N (0.9035, 3.4456, 1.3533)
C (0.8976, 2.2931, 1.1299)

Summary:
Orbital gap: 4.75 eV
HOMO level: -4.509 eV
Largest force on an atom: 4.28 eV/Å

=====

# 9
This record from the Open Molecules 2025 dataset describes C2H3N3 in the gas phase in a non-equilibrium geometry. The level of theory is ωB97M-V/def2-TZVPD.

Element x y z (Å)
N (0.0210, 0.6433, -0.0896)
C (1.1403, -0.0965, -0.0707)
N (0.6597, -1.4822, 0.1555)
N (-0.6731, -1.4001, 0.2430)
C (-1.0523, -0.1563, 0.1001)
H (-0.0535, 1.6379, -0.2202)
H (2.0152, 0.6286, -0.2370)
H (-2.0572, 0.2252, 0.1189)

Summary:
Orbital gap: 9.99 eV
HOMO level: -9.395 eV
Largest force on an atom: 4.66 eV/Å
Structure (SMILES): c1nnc[nH]1

=====

# 10
This record from the Open Molecules 2025 dataset describes C5H8O2 in the gas phase. The level of theory is ωB97M-V/def2-TZVPD.

Element x y z (Å)
O (-1.0702, -1.1867, -0.7121)
C (0.6418, 0.2585, 0.8250)
C (0.3228, 1.4570, -0.0033)
C (-1.0183, 2.0591, 0.3631)
O (-2.0174, 1.3812, 0.4728)
C (1.2500, -0.8446, 0.0684)
C (0.0079, -1.7958, -0.0460)
H (-1.5625, -0.6129, -0.1000)
H (1.1291, 2.1532, 0.2938)
H (0.3748, 1.3600, -1.1048)
H (-1.0638, 3.1587, 0.5077)
H (1.9926, -1.3800, 0.6720)
H (1.6400, -0.6454, -0.9460)
H (0.3074, -2.6592, -0.6504)
H (-0.2577, -2.1542, 0.9586)

Summary:
Orbital gap: 8.51 eV
HOMO level: -8.703 eV
Largest force on an atom: 0.73 eV/Å